# 1
# C12H22N3O3S

An isolated ion of composition C12H22N3O3S and charge -1 in a non-equilibrium geometry (wB97M-V/def2-TZVPD, OMol25).

Last column: natural (NBO) charge in e.
Element x y z (Å)
C1 -2.601 2.038 3.798  -0.602
C2 -2.039 1.095 2.723  -0.396
C3 -1.472 1.885 1.503  -0.209
C4 -0.103 2.502 1.845  -0.618
C5 -1.380 1.052 0.200  -0.123
N1 -0.900 1.863 -0.954  -0.608
C6 -1.658 2.737 -1.623  0.678
C7 -0.973 3.552 -2.734  -0.705
O1 -2.831 2.976 -1.352  -0.663
C8 -0.485 -0.211 0.353  0.685
O2 0.641 -0.195 -0.088  -0.656
N2 -1.022 -1.286 0.893  -0.575
C9 -0.273 -2.545 1.157  -0.156
C10 -0.954 -3.270 2.309  -0.532
S1 0.191 -4.501 3.043  -0.661
C11 -0.195 -3.458 -0.114  0.672
O3 -0.734 -3.165 -1.170  -0.676
N3 0.558 -4.547 0.011  -0.650
C12 0.768 -5.578 -0.990  -0.407
H1 -3.507 2.581 3.381  0.200
H2 -1.848 2.685 4.171  0.200
H3 -2.880 1.438 4.674  0.208
H4 -2.832 0.443 2.403  0.194
H5 -1.225 0.544 3.167  0.208
H6 -2.167 2.696 1.362  0.210
H7 -0.171 3.081 2.735  0.200
H8 0.236 3.167 1.042  0.209
H9 0.630 1.695 1.954  0.217
H10 -2.397 0.732 -0.045  0.224
H11 0.067 1.698 -1.269  0.426
H12 0.110 3.717 -2.631  0.211
H13 -1.524 4.517 -2.813  0.234
H14 -1.148 2.976 -3.603  0.227
H15 -1.908 -1.295 1.270  0.391
H16 0.749 -2.326 1.457  0.239
H17 -1.869 -3.796 2.006  0.192
H18 -1.238 -2.559 3.091  0.191
H19 0.855 -4.765 0.972  0.434
H20 -0.241 -6.033 -1.187  0.188
H21 1.070 -5.169 -1.916  0.197
H22 1.510 -6.335 -0.685  0.199

Its highest occupied orbital energy is -3.38 eV. Its structure (SMILES) is CC[C@@H](C)[C@@H](NC(C)=O)C(=O)N[C@@H](C[S-])C(=O)NC. Its total energy is -1258.7401 a.u. Its total charge is -1.

***

# 2
# C6H10O

One molecule with the formula C6H10O in a non-equilibrium geometry (wB97M-V/def2-TZVPD, OMol25).

Last column: natural (NBO) charge in e.
Element x y z (Å)
C1 1.952 0.548 -0.235  -0.607
C2 0.875 -0.526 -0.236  -0.217
C3 0.037 -0.739 1.067  -0.404
C4 -1.246 -0.340 0.315  0.246
O1 -2.411 -1.062 0.513  -0.692
C5 -1.083 1.027 -0.230  -0.512
C6 -0.421 -0.194 -0.909  -0.213
H1 2.771 0.260 0.430  0.209
H2 1.565 1.512 0.116  0.201
H3 2.366 0.707 -1.238  0.210
H4 1.277 -1.461 -0.626  0.205
H5 0.331 -0.163 1.950  0.198
H6 -0.015 -1.800 1.321  0.225
H7 -3.148 -0.480 0.310  0.480
H8 -1.464 1.359 -1.175  0.247
H9 -0.516 1.762 0.342  0.211
H10 -0.802 -0.504 -1.881  0.213

Its highest occupied orbital energy is -9.04 eV. Its structure (SMILES) is C[C@H]1C[C@@]2(O)C[C@@H]12. Its total energy is -309.7661 a.u.

***

# 3
# C86H189N9O14

A 13-piece molecular cluster, C86H189N9O14 overall in a non-equilibrium geometry (wB97M-V/def2-TZVPD, OMol25).

Last column: Löwdin charge in e.
Element x y z (Å)
C1 20.798 13.414 11.538  -0.149
O1 19.772 14.156 12.147  -0.126
H1 20.423 12.457 11.288  0.055
H2 21.200 13.870 10.645  0.074
H3 21.677 13.192 12.252  0.092
H4 19.260 14.779 11.657  0.025
C2 18.504 17.137 10.234  -0.146
O2 17.945 16.309 11.237  -0.141
H5 17.899 18.091 10.062  0.097
H6 19.603 17.379 10.453  0.097
H7 18.531 16.553 9.327  0.070
H8 17.791 16.847 12.015  0.022
C3 17.140 21.705 13.631  -0.168
O3 17.749 20.547 13.210  -0.154
H9 17.043 22.262 12.737  0.061
H10 16.126 21.499 14.077  0.079
H11 17.701 22.388 14.336  0.098
H12 18.298 20.003 13.786  0.035
C4 19.853 22.648 11.345  -0.245
C5 21.118 22.811 12.182  -0.224
O4 20.724 23.072 13.542  -0.109
O5 19.045 23.816 11.241  -0.041
H13 19.333 21.798 11.838  0.104
H14 20.037 22.407 10.347  0.101
H15 21.560 23.673 11.715  0.111
H16 21.743 21.921 12.047  0.113
H17 21.487 23.509 14.019  0.052
H18 18.906 24.038 12.140  0.046
C6 24.270 20.613 22.466  -0.008
C7 22.844 20.007 22.659  -0.492
C8 21.827 20.556 21.656  -0.135
C9 21.974 19.937 20.297  -0.191
C10 21.982 18.405 20.468  -0.138
C11 23.124 17.901 21.306  -0.533
N1 22.864 18.534 22.584  -0.079
O6 23.791 18.128 23.589  -0.046
C12 22.895 16.394 21.378  -0.026
C13 24.489 18.130 20.673  -0.003
C14 22.293 20.472 24.004  -0.031
H19 24.587 20.619 21.468  0.039
H20 24.984 20.049 23.064  0.084
H21 24.204 21.666 22.802  0.093
H22 20.820 20.310 21.991  0.106
H23 21.968 21.690 21.646  0.140
H24 22.874 20.190 19.688  0.099
H25 21.177 20.265 19.566  0.103
H26 22.042 17.968 19.445  0.130
H27 20.972 18.201 20.786  0.097
H28 22.703 16.038 20.414  0.058
H29 23.737 15.969 21.904  0.092
H30 22.024 16.177 21.984  0.066
H31 25.282 18.093 21.467  0.111
H32 24.606 17.289 19.998  0.079
H33 24.493 19.076 20.178  0.050
H34 22.434 21.500 24.060  0.053
H35 22.937 20.095 24.870  0.115
H36 21.269 20.259 24.193  0.048
H37 23.320 17.449 24.144  0.133
C15 11.815 19.160 18.097  -0.005
C16 11.618 18.233 16.837  -0.489
C17 12.916 17.891 16.098  -0.145
C18 13.788 16.909 16.834  -0.171
C19 13.017 15.620 17.127  -0.133
C20 11.664 15.882 17.818  -0.522
N2 10.949 16.933 17.101  -0.084
O7 9.744 17.197 17.760  -0.012
C21 10.843 14.612 17.681  -0.035
C22 11.879 16.054 19.339  -0.023
C23 10.807 18.993 15.805  -0.052
H38 11.139 19.124 18.949  0.081
H39 11.786 20.181 17.749  0.067
H40 12.853 19.053 18.441  0.066
H41 12.607 17.497 15.119  0.112
H42 13.538 18.846 15.912  0.147
H43 14.280 17.318 17.699  0.093
H44 14.610 16.567 16.170  0.089
H45 13.506 14.858 17.779  0.119
H46 12.845 15.088 16.170  0.097
H47 9.853 14.700 17.972  0.050
H48 10.797 14.383 16.587  0.101
H49 11.425 13.808 18.195  0.100
H50 12.192 15.107 19.845  0.087
H51 12.647 16.751 19.602  0.061
H52 10.968 16.356 19.806  0.071
H53 9.918 19.463 16.300  0.098
H54 10.465 18.453 14.950  0.076
H55 11.447 19.822 15.516  0.073
H56 9.010 16.928 17.242  0.090
C24 23.133 13.262 18.409  -0.045
C25 23.687 12.514 17.222  -0.508
C26 22.512 12.501 16.215  -0.119
C27 22.357 13.780 15.383  -0.174
C28 23.674 14.280 14.873  -0.174
C29 24.818 14.350 15.868  -0.541
N3 24.924 13.066 16.620  -0.035
O8 25.966 13.306 17.641  -0.043
C30 26.054 14.377 15.001  -0.053
C31 24.675 15.603 16.727  -0.022
C32 23.983 11.074 17.708  -0.036
H57 23.872 13.621 19.082  0.076
H58 22.492 12.518 18.939  0.092
H59 22.539 14.055 18.107  0.036
H60 22.641 11.584 15.569  0.134
H61 21.598 12.331 16.808  0.119
H62 21.976 14.613 16.041  0.094
H63 21.699 13.644 14.497  0.110
H64 23.580 15.291 14.451  0.114
H65 23.953 13.641 14.064  0.104
H66 26.005 13.465 14.378  0.087
H67 26.171 15.274 14.266  0.124
H68 26.891 14.314 15.691  0.072
H69 24.977 16.504 16.127  0.102
H70 23.648 15.782 17.046  0.064
H71 25.258 15.502 17.628  0.068
H72 24.447 10.460 16.924  0.088
H73 23.125 10.565 18.078  0.068
H74 24.677 11.123 18.545  0.079
H75 26.611 12.617 17.448  0.100
C33 24.926 23.934 16.559  -0.019
C34 23.549 23.591 17.217  -0.482
C35 23.651 23.956 18.704  -0.121
C36 22.247 24.021 19.408  -0.156
C37 21.366 24.934 18.556  -0.129
C38 21.182 24.509 17.073  -0.459
N4 22.574 24.500 16.576  -0.070
O9 22.619 24.208 15.159  -0.062
C39 20.420 23.142 17.074  -0.009
C40 20.436 25.517 16.157  -0.011
C41 23.245 22.063 17.102  -0.022
H76 25.004 23.483 15.619  0.058
H77 25.692 23.573 17.236  0.086
H78 24.944 25.017 16.522  0.088
H79 24.268 23.182 19.116  0.105
H80 24.110 24.947 18.850  0.126
H81 22.367 24.376 20.445  0.115
H82 21.856 23.018 19.570  0.074
H83 21.598 25.994 18.636  0.123
H84 20.409 24.875 18.993  0.099
H85 20.735 22.487 16.241  0.067
H86 20.544 22.637 18.026  0.059
H87 19.379 23.276 16.888  0.070
H88 21.068 26.439 16.148  0.098
H89 20.468 25.153 15.103  0.081
H90 19.510 25.786 16.535  0.055
H91 24.167 21.485 17.203  0.089
H92 22.804 21.755 16.137  0.059
H93 22.607 21.634 17.866  0.047
H94 23.238 24.872 14.854  0.111
C42 15.248 19.085 11.136  -0.021
C43 13.846 19.327 11.723  -0.467
C44 13.176 20.385 10.863  -0.160
C45 12.531 19.896 9.635  -0.206
C46 11.677 18.681 9.906  -0.130
C47 12.418 17.527 10.644  -0.566
N5 12.936 18.118 11.834  -0.025
O10 13.732 17.095 12.483  -0.040
C48 11.334 16.500 10.978  -0.027
C49 13.416 16.907 9.703  -0.031
C50 14.039 19.898 13.130  -0.021
H95 15.685 18.197 11.603  0.064
H96 15.841 19.980 11.254  0.082
H97 15.157 18.914 10.044  0.078
H98 12.371 20.790 11.464  0.124
H99 13.889 21.195 10.747  0.128
H100 13.207 19.702 8.801  0.111
H101 11.876 20.643 9.218  0.111
H102 11.343 18.391 8.893  0.132
H103 10.805 18.962 10.480  0.114
H104 10.873 15.983 10.114  0.096
H105 11.784 15.715 11.645  0.082
H106 10.558 17.016 11.507  0.070
H107 13.999 17.660 9.208  0.045
H108 14.153 16.352 10.346  0.086
H109 12.945 16.250 8.898  0.116
H110 14.100 20.987 13.027  0.088
H111 14.861 19.487 13.591  0.031
H112 13.095 19.727 13.650  0.076
H113 13.157 16.604 13.032  0.047
C51 21.524 19.747 14.448  -0.031
C52 20.769 18.450 14.983  -0.503
C53 20.679 18.712 16.484  -0.146
C54 19.923 17.592 17.133  -0.138
C55 18.418 17.540 16.477  -0.069
C56 18.456 17.430 14.935  -0.462
N6 19.425 18.480 14.370  -0.086
O11 19.572 18.252 13.004  -0.040
C57 18.782 16.016 14.589  -0.017
C58 17.054 17.830 14.454  -0.021
C59 21.644 17.274 14.603  -0.027
H114 22.451 20.052 15.029  0.085
H115 20.767 20.558 14.565  0.072
H116 21.710 19.605 13.329  0.098
H117 21.713 18.793 16.739  0.103
H118 20.265 19.722 16.710  0.134
H119 19.914 17.782 18.161  0.044
H120 20.350 16.614 17.023  0.084
H121 18.035 18.527 16.740  0.093
H122 17.785 16.749 16.926  0.120
H123 19.299 15.532 15.401  0.079
H124 17.815 15.534 14.419  0.076
H125 19.329 15.825 13.718  0.044
H126 16.889 18.876 14.680  0.067
H127 16.912 17.821 13.298  0.093
H128 16.293 17.148 14.882  0.078
H129 22.744 17.522 14.908  0.124
H130 21.495 17.077 13.556  0.084
H131 21.436 16.376 15.178  0.040
H132 19.248 19.039 12.539  0.096
C60 15.306 14.577 13.975  -0.029
C61 15.145 13.337 13.095  -0.460
C62 16.530 12.516 12.958  -0.112
C63 16.804 11.798 14.236  -0.205
C64 15.677 10.856 14.643  -0.148
C65 14.333 11.577 14.721  -0.481
N7 14.117 12.328 13.460  -0.090
O12 12.877 12.970 13.563  -0.024
C66 13.254 10.438 14.810  -0.043
C67 14.248 12.487 15.989  -0.026
C68 14.862 13.781 11.664  -0.042
H133 14.399 15.147 14.212  0.071
H134 15.895 15.249 13.370  0.064
H135 15.824 14.307 14.893  0.066
H136 16.354 11.808 12.150  0.114
H137 17.333 13.151 12.544  0.113
H138 17.027 12.538 15.042  0.105
H139 17.722 11.212 14.214  0.110
H140 15.851 10.428 15.626  0.118
H141 15.744 9.988 13.936  0.133
H142 12.235 10.883 14.787  0.079
H143 13.349 9.717 13.917  0.105
H144 13.293 9.843 15.695  0.059
H145 13.691 11.967 16.851  0.106
H146 15.219 12.763 16.464  0.073
H147 13.627 13.367 15.833  0.035
H148 13.863 14.249 11.656  0.071
H149 14.745 12.912 10.994  0.094
H150 15.677 14.309 11.240  0.068
H151 12.504 12.783 12.720  0.087
C69 19.444 12.295 20.826  -0.024
C70 18.926 13.739 20.814  -0.472
C71 18.795 14.302 19.367  -0.127
C72 17.589 13.665 18.652  -0.187
C73 16.352 13.870 19.444  -0.161
C74 16.411 13.451 20.897  -0.516
N8 17.640 14.095 21.440  -0.097
O13 17.801 13.870 22.815  -0.025
C75 15.229 14.092 21.662  -0.029
C76 16.286 11.969 21.083  -0.025
C77 20.004 14.656 21.519  -0.027
H152 18.861 11.580 20.277  0.044
H153 19.541 11.813 21.865  0.118
H154 20.458 12.275 20.371  0.077
H155 18.602 15.376 19.300  0.101
H156 19.820 14.196 18.829  0.139
H157 17.782 12.629 18.472  0.096
H158 17.486 14.256 17.663  0.129
H159 15.503 13.469 18.931  0.101
H160 16.164 14.967 19.407  0.130
H161 15.476 15.204 21.733  0.097
H162 14.308 13.911 21.123  0.071
H163 15.039 13.817 22.672  0.067
H164 15.175 11.825 20.949  0.109
H165 16.888 11.398 20.409  0.059
H166 16.491 11.637 22.076  0.080
H167 20.871 14.677 20.927  0.036
H168 20.220 14.426 22.553  0.085
H169 19.576 15.680 21.468  0.075
H170 17.519 14.666 23.283  0.104
C78 18.470 18.855 24.566  -0.024
C79 17.420 19.204 23.464  -0.472
C80 17.180 20.786 23.571  -0.127
C81 16.509 21.301 22.356  -0.203
C82 17.102 20.919 20.997  -0.125
C83 17.372 19.425 20.888  -0.462
N9 18.100 19.039 22.169  -0.070
O14 18.369 17.684 21.931  -0.063
C84 16.045 18.686 20.659  -0.028
C85 18.304 19.018 19.697  -0.020
C86 16.077 18.491 23.719  -0.022
H171 19.411 19.330 24.335  0.049
H172 18.552 17.793 24.589  0.063
H173 18.206 19.186 25.597  0.100
H174 16.599 20.913 24.479  0.116
H175 18.162 21.215 23.746  0.111
H176 16.389 22.414 22.381  0.130
H177 15.513 20.953 22.336  0.079
H178 18.057 21.464 20.828  0.128
H179 16.322 21.225 20.329  0.112
H180 16.035 17.630 20.851  0.065
H181 15.298 19.235 21.291  0.075
H182 15.658 18.798 19.621  0.087
H183 17.800 19.322 18.726  0.105
H184 19.237 19.514 19.743  0.041
H185 18.415 17.954 19.786  0.062
H186 15.930 18.647 24.789  0.086
H187 16.058 17.465 23.362  0.074
H188 15.232 19.000 23.266  0.062
H189 19.304 17.675 22.079  0.066

Its highest occupied orbital energy is -8.49 eV. Its total energy is -4935.7509 a.u.

***

# 4
# Br2HOP

A 2-piece molecular cluster, Br2HOP overall in a non-equilibrium geometry (wB97M-V/def2-TZVPD, OMol25).

Last column: natural (NBO) charge in e.
Element x y z (Å)
O1 1.638 0.428 0.126  -0.910
P1 -0.946 -0.231 -0.705  0.718
Br1 -2.063 1.089 0.633  -0.133
Br2 -0.798 -1.999 0.464  -0.092
H1 2.168 0.712 -0.518  0.417

Its highest occupied orbital energy is -9.22 eV. Its total energy is -5565.1331 a.u.

***

| no. | LUMO (eV) |
| --- | --- |
| 1 | 2.81 |
| 2 | 1.02 |
| 3 | 0.47 |
| 4 | -2.45 |